Computed, not measured: C3H12N6O3Rb as an isolated structure at a distorted geometry, with the ωB97M-V functional and the def2-TZVPD basis.

Each line ends with the Mulliken charge.
Cartesian coordinates (Å):
Rb (0.45404, -0.13758, 2.36823)  0.967
O (2.15429, -0.69506, 1.08686)  -0.849
O (-0.44083, -0.99059, 0.70556)  -0.698
O (0.67644, 1.86695, 1.68517)  -0.760
N (-1.39914, -0.92194, -1.35797)  -0.263
N (-0.30545, 1.69964, -0.32382)  -0.452
N (2.48513, -2.66940, 0.16776)  -0.378
N (1.17807, -1.27423, -0.83377)  -0.374
N (-0.00049, 3.64080, 0.50596)  -0.329
N (-2.56255, -0.40967, 0.42739)  -0.412
C (2.00688, -1.48621, 0.11108)  0.928
C (-1.37147, -0.74028, -0.03156)  0.432
C (0.14062, 2.35785, 0.71197)  0.756
H (-2.29256, -0.83484, -1.82093)  0.168
H (0.97058, -2.06091, -1.43225)  0.235
H (-0.33858, 3.87811, -0.41571)  0.144
H (-0.22626, 0.70778, -0.49706)  0.699
H (-0.63398, -1.30919, -1.89151)  0.149
H (2.92876, -3.03582, 0.99783)  0.256
H (-2.66822, -0.05671, 1.36779)  0.212
H (0.60448, -0.45052, -0.72155)  -0.121
H (-0.60700, 2.22712, -1.13063)  0.120
H (-3.30897, -0.34913, -0.25033)  0.153
H (2.19264, -3.28666, -0.57625)  0.145
H (0.36359, 4.33048, 1.14775)  0.271

Output
net charge = +1
Kohn-Sham gap = 10.11 eV
energy relative to the best compared isomer or geometry (same formula, charge and spin) = 678.4 kJ/mol